Entry from the OMol25 dataset: a molecular structure, C14H7F5O5ReS (ωB97M-V/def2-TZVPD).

## Properties
energy relative to the best compared isomer or geometry (same formula, charge and spin)	78.2	kJ/mol
LUMO (alpha / beta)	-0.380 / -0.346	Eh
HOMO (alpha / beta)	-14.71 / -14.74	eV
gap between HOMO and LUMO (alpha / beta)	4.365 / 5.330	eV
total charge	+2
spin multiplicity	2
expectation value of S²	1.03
DFT total energy	-51400.554	eV
largest force on an atom	0.017	hartree/bohr

```
33
Properties=species:S:1:pos:R:3:forces:R:3:lowdin_spin:R:1
Re -0.0570 -1.2882 -0.0553 -0.13 0.24 -0.55 1.158
S 0.3675 -0.9507 2.0774 0.09 0.01 0.12 -0.228
F -2.5853 -1.7492 6.1537 0.00 0.00 0.00 0.005
F -2.1656 -0.9147 0.7951 0.05 0.01 -0.05 0.029
F -4.6445 -1.1738 1.9672 -0.02 0.00 0.00 0.002
F -0.1427 -1.5097 5.0003 0.03 0.00 0.01 -0.011
F -4.7988 -1.5816 4.6408 -0.01 0.00 0.00 -0.021
O 1.2639 -1.9896 -1.0800 0.08 -0.01 0.23 0.136
O 1.3052 4.1008 -2.5731 0.03 -0.04 -0.05 0.000
O 2.9437 -2.0063 -2.5957 0.06 0.07 0.02 0.007
O -0.8869 -3.2132 0.1618 0.01 0.04 -0.02 0.010
O 2.6509 3.0341 -4.1129 -0.04 0.03 0.05 -0.003
C -2.4781 -1.5527 4.8634 0.00 0.00 0.03 0.005
C 1.1436 0.7727 -1.1174 -0.74 0.03 -0.22 0.013
C -1.2303 -1.4322 4.2719 -0.08 0.01 -0.05 -0.034
C 2.0911 4.3158 -3.7666 -0.01 0.01 0.01 0.000
C -2.3077 -1.1524 2.1495 -0.05 -0.01 0.09 -0.019
C 1.9336 0.1109 -2.0562 0.28 0.11 -0.03 0.007
C -1.1317 -1.2354 2.8892 0.01 -0.01 -0.02 -0.030
C 2.2294 2.1601 -3.1992 0.04 0.01 -0.06 -0.002
C 2.2018 -1.3280 -2.0016 -0.27 -0.21 0.01 0.020
C 0.8464 2.1403 -1.2071 -0.08 -0.08 -0.02 0.001
C 2.5086 0.8186 -3.1197 -0.02 -0.05 0.02 0.000
C -3.6296 -1.4696 4.0813 0.02 0.00 -0.01 -0.052
C 1.4105 2.8074 -2.2668 -0.01 0.08 0.03 0.000
C -3.5554 -1.2626 2.6941 0.01 0.00 -0.01 -0.004
H -0.3190 -3.9341 0.4802 0.01 -0.02 0.01 0.002
H 3.1293 0.3136 -3.8470 0.00 -0.01 0.00 0.000
H 0.7936 0.4143 -0.1147 0.72 -0.13 0.47 0.009
H 1.4425 4.6595 -4.5684 -0.01 -0.02 0.00 0.000
H 2.8933 5.0171 -3.5509 0.01 -0.01 0.02 0.000
H -1.4709 -3.5764 -0.5235 0.00 -0.02 -0.01 0.001
H 0.2484 2.6557 -0.4695 -0.01 -0.01 0.00 0.000
```
Forces are in eV/Å.

***

Entry from the OMol25 dataset: a molecular structure, C14H8BF2N2O4Os in a non-equilibrium geometry (ωB97M-V/def2-TZVPD).

## Properties
LUMO (alpha / beta)	-0.156 / -0.247	Eh
HOMO (alpha / beta)	-9.49 / -13.09	eV
gap between HOMO and LUMO (alpha / beta)	5.257 / 6.380	eV
total charge	+1
spin multiplicity	5
expectation value of S²	6.04
DFT total energy	-34390.041	eV
largest force on an atom	0.028	hartree/bohr

```
32
Properties=species:S:1:pos:R:3:forces:R:3:lowdin_spin:R:1
Os -0.0466 0.0711 -0.1748 0.38 -0.10 -0.05 1.488
F -2.5259 0.4206 1.3120 -0.22 0.06 -0.02 -0.002
F -2.9431 0.1379 -0.9121 -0.21 -0.05 -0.19 0.000
O -0.1118 -1.8302 -0.5521 0.00 -0.32 0.65 0.196
O 0.3382 1.6833 0.8200 -0.02 -0.21 0.69 0.201
O -0.1613 -3.8830 0.4034 0.00 -0.11 -0.04 0.020
O 0.6205 2.5226 2.9039 0.03 0.11 0.05 0.025
N 0.2560 -0.6980 1.6941 -0.34 0.35 -0.93 -0.010
N -0.2578 0.8323 -2.0603 0.10 0.04 -0.05 0.174
C 0.6953 1.7228 -5.2794 -0.30 0.32 -0.58 0.097
C -1.6302 2.4367 -4.9462 -0.35 0.24 -0.27 0.540
C -0.3186 1.2669 -3.1371 0.06 -0.33 0.75 0.137
C -0.0626 -2.7081 0.5144 -0.02 0.24 -0.30 0.012
C 0.2511 -1.6748 4.1924 0.07 0.00 0.00 -0.001
C 0.1257 -2.0006 1.8445 -0.16 -0.41 -0.17 0.001
C 0.1128 -2.5444 3.1134 0.09 -0.09 -0.07 -0.001
C 0.5933 2.2660 -6.5800 0.92 -0.67 0.84 0.403
C 0.3870 -0.3035 3.9899 0.12 0.08 0.00 -0.001
C -0.3895 1.7779 -4.4039 0.11 0.45 -1.22 0.282
C 0.3908 0.1548 2.6879 -0.07 0.48 0.16 0.001
C -0.6013 2.9030 -7.0980 -0.36 0.11 0.02 0.277
C 0.4670 1.5883 2.1937 -0.05 0.01 -0.35 0.013
C -1.6635 2.9667 -6.2731 -0.26 -0.10 0.50 0.086
B -2.1008 0.2333 0.0769 0.34 0.00 0.44 0.012
H -0.0111 -3.6111 3.2357 0.03 0.00 0.03 0.000
H 1.6213 1.2642 -4.9668 0.08 -0.01 -0.04 -0.001
H 0.4790 0.4005 4.8047 0.02 -0.02 0.02 0.000
H 1.4691 2.1948 -7.2133 -0.02 0.00 0.02 0.016
H -2.5118 2.5116 -4.3280 0.03 -0.05 0.07 0.026
H 0.2611 -2.0696 5.1989 -0.07 0.00 0.01 0.000
H -2.5795 3.4292 -6.6139 -0.07 0.00 0.09 -0.004
H -0.6389 3.3042 -8.0966 0.14 -0.02 -0.06 0.011
```
Forces are in eV/Å.

***

Entry from the OMol25 dataset: a molecular structure, C14H8F5N3PdS3 in a non-equilibrium geometry (ωB97M-V/def2-TZVPD).

## Properties
LUMO (alpha / beta)	-0.039 / -0.067	Eh
HOMO (alpha / beta)	-7.73 / -7.78	eV
gap between HOMO and LUMO (alpha / beta)	6.661 / 5.948	eV
total charge	0
spin multiplicity	3
expectation value of S²	2.01
DFT total energy	-68688.280	eV
largest force on an atom	0.040	hartree/bohr

```
34
Properties=species:S:1:pos:R:3:forces:R:3:lowdin_spin:R:1
Pd -0.5216 -0.2584 0.6848 -0.13 0.01 -0.02 1.173
S -2.3000 -1.5253 1.8161 0.22 0.00 -0.22 0.172
S 0.1264 -2.3035 -0.4594 -0.89 0.29 -0.13 0.253
S -4.6840 -2.1530 0.1765 -0.18 -0.03 -0.21 0.019
F 4.4943 -4.8309 -0.5745 -0.02 0.19 -0.02 0.001
F 4.4720 -0.6627 1.6681 0.05 -0.16 -0.09 0.000
F 5.8724 -2.8175 0.6400 -0.24 0.02 0.09 0.000
F 1.8062 -0.4696 1.3151 0.54 -0.31 -0.18 0.032
F 1.8405 -4.5913 -1.0434 0.21 0.15 0.03 0.007
N -2.2463 0.7867 -0.0084 1.60 0.52 0.54 0.105
N -3.3427 0.0849 -0.0611 -1.88 -0.16 -0.85 0.001
N 0.1711 1.9319 -0.0509 -0.31 -0.03 0.14 0.039
C 2.4812 -1.5335 0.7681 -0.24 -0.55 -0.32 0.007
C -0.7837 4.1281 -0.0483 -0.18 -0.49 0.09 0.007
C 4.5459 -2.7232 0.4871 -0.26 -0.04 -0.03 0.000
C -2.2003 2.0798 -0.0733 -1.00 -0.99 -0.09 0.055
C 1.5807 3.8457 0.1205 -0.17 0.09 -0.02 0.008
C 2.4862 -3.6121 -0.4002 -0.06 0.41 0.24 0.012
C 3.8438 -3.7366 -0.1703 0.11 0.15 0.13 0.001
C 1.3739 2.4780 -0.0029 0.27 0.24 -0.02 0.003
C 3.8453 -1.6297 0.9860 -0.04 -0.02 -0.01 0.000
C 0.4726 4.6807 0.1141 0.15 -0.20 -0.11 0.001
C -0.9162 2.7352 -0.0775 1.08 0.34 0.11 0.007
C -5.2602 -1.4835 -1.4160 0.16 -0.06 0.35 0.004
C 1.7653 -2.4767 0.0162 0.95 0.12 0.28 0.042
C -3.3924 -1.0635 0.5598 0.48 0.54 0.34 0.041
H -6.2503 -1.8933 -1.5838 -0.08 -0.06 -0.02 0.000
H 0.5750 5.7489 0.2288 0.08 0.09 -0.07 0.000
H -5.2977 -0.4012 -1.3618 -0.07 0.02 0.00 0.000
H -1.6563 4.7585 -0.1106 -0.15 0.01 0.06 0.001
H -3.1165 2.6637 -0.0925 -0.01 -0.06 -0.13 0.006
H -4.5822 -1.7965 -2.2060 -0.01 0.02 -0.01 0.001
H 2.2176 1.8017 -0.0645 -0.03 -0.07 0.16 0.000
H 2.5798 4.2390 0.2248 0.07 0.00 -0.03 0.001
```
Forces are in eV/Å.

***

Entry from the OMol25 dataset: a molecular structure, C14H8F9N2O5PtS3Sb in a non-equilibrium geometry (ωB97M-V/def2-TZVPD).

## Properties
energy relative to the best compared isomer or geometry (same formula, charge and spin)	89.8	kJ/mol
LUMO (alpha / beta)	0.030 / 0.016	Eh
HOMO (alpha / beta)	-5.54 / -5.57	eV
gap between HOMO and LUMO (alpha / beta)	6.349 / 6.009	eV
total charge	-1
spin multiplicity	2
expectation value of S²	0.76
DFT total energy	-94617.800	eV
largest force on an atom	0.085	hartree/bohr

```
43
Properties=species:S:1:pos:R:3:forces:R:3:lowdin_spin:R:1
Pt 0.6559 -0.6970 -1.0238 -0.50 -4.14 1.39 -0.002
Sb 3.9122 -1.2587 -1.5228 0.45 0.15 -0.42 0.127
S 4.5954 -2.5109 -3.4016 0.01 0.01 0.04 0.741
S 2.3052 0.2826 -2.4686 -0.58 -0.50 1.11 0.057
S 2.2828 -2.6722 -0.4728 -1.49 1.88 -0.50 0.051
F -4.1400 0.5744 -2.4514 0.16 -0.07 0.10 0.000
F -2.6475 -0.9919 -2.5320 0.03 0.16 0.08 0.000
F -3.2485 3.0671 -2.6972 0.11 -0.10 0.08 0.000
F -2.3813 1.1085 -4.3837 0.04 0.01 0.13 0.000
F -3.2088 2.5755 -0.5936 0.10 -0.09 -0.04 0.000
F -3.2352 -0.1595 -0.6350 0.08 0.07 -0.01 0.000
F -0.5036 0.2489 -3.7620 -0.16 0.16 0.05 0.002
F -0.7407 2.3932 -3.8191 0.02 -0.09 0.14 0.000
F -1.5096 3.5382 -1.5115 -0.05 -0.15 0.05 0.000
O -0.9948 -4.0979 -3.0215 0.42 0.42 -0.50 0.000
O 3.4271 0.3004 0.6886 -0.11 0.14 0.21 0.018
O -0.9154 -0.2538 1.9573 0.01 0.22 0.09 0.000
O -0.8384 0.9812 -1.1457 1.16 -0.80 0.36 -0.001
O 0.0597 -2.1646 -2.5540 1.05 2.14 -0.67 0.001
N -0.9443 -2.0833 -0.0613 0.97 1.42 -0.02 0.000
N 1.1589 -0.0417 0.9504 -0.32 0.33 -2.05 0.000
C 0.5216 1.1371 4.3627 -0.08 -0.04 -0.05 0.000
C 0.9603 0.7473 3.1169 0.42 0.03 -0.01 0.000
C 2.8119 1.7282 4.8910 0.01 0.04 -0.04 0.000
C 2.4035 0.3603 1.3423 0.47 0.06 -0.05 0.001
C -1.3575 1.2376 -3.5143 0.18 -0.02 -0.31 0.000
C 3.2402 1.3637 3.6163 0.08 -0.03 -0.01 0.000
C -1.1398 -3.3083 -0.7988 0.37 -0.12 -1.41 0.001
C -2.4545 2.6146 -1.7053 0.05 0.33 0.11 0.000
C -0.6490 -3.1847 -2.2950 -1.06 -0.93 2.07 0.001
C -1.8198 1.2148 -2.0116 -0.54 -0.14 -0.73 0.000
C 2.2950 0.8628 2.7490 -0.40 0.03 0.13 0.000
C 0.2363 0.1207 1.9635 -0.23 -0.09 0.07 0.000
C 1.4746 1.6249 5.2537 -0.08 0.00 0.04 0.000
C -2.9767 0.1561 -1.9187 -0.30 -0.13 -0.04 0.000
H -0.5259 1.0740 4.6253 0.00 -0.06 0.04 0.000
H -2.1845 -3.6055 -0.8784 -0.02 0.03 0.30 0.000
H 3.5279 2.1055 5.6099 0.00 0.03 -0.02 0.000
H -1.7534 -1.4753 -0.0234 -0.02 -0.07 0.16 0.000
H 1.1672 1.9285 6.2462 0.01 0.02 0.01 0.000
H 4.2748 1.4721 3.3192 0.01 -0.07 -0.03 0.000
H -0.5522 -4.1159 -0.3662 -0.07 0.01 0.09 0.001
H -0.5888 -2.1970 0.8770 -0.22 -0.08 0.07 0.000
```
Forces are in eV/Å.

***

Entry from the OMol25 dataset: a molecular structure, C14H8MoO6S2 (ωB97M-V/def2-TZVPD).

## Properties
LUMO (alpha / beta)	0.171 / 0.171	Eh
HOMO (alpha / beta)	-0.28 / -0.28	eV
gap between HOMO and LUMO (alpha / beta)	4.937 / 4.938	eV
total charge	-2
spin multiplicity	1
DFT total energy	-50458.001	eV
largest force on an atom	0.015	hartree/bohr

```
31
Properties=species:S:1:pos:R:3:forces:R:3:nbo_charge:R:1
Mo -0.5321 0.3164 0.5234 -0.61 -0.39 0.00 0.354
S 0.3097 2.5443 1.3635 0.07 -0.18 0.16 -0.124
S -1.4657 0.7780 2.8394 0.49 0.42 0.05 -0.004
O -0.3521 0.3876 -1.6266 0.18 0.34 -0.30 -0.654
O -0.5566 -2.5491 -2.5526 0.17 -0.01 -0.10 -0.590
O -2.6526 0.9796 -0.2422 -0.24 0.25 -0.17 -0.682
O -2.8835 -3.6660 -1.2599 -0.24 -0.52 0.02 -0.561
O -0.4474 2.9531 3.9079 -0.15 -0.08 -0.03 -0.526
O -4.4534 -1.4497 -0.0755 -0.63 -0.09 0.17 -0.598
C 0.2689 4.1749 3.8198 0.06 -0.03 0.04 -0.259
C -0.5129 2.1703 2.8049 -0.28 0.08 -0.14 0.021
C -3.3339 -1.3739 -0.5361 0.70 -0.29 -0.17 0.366
C -1.2065 -0.5435 -1.3510 -0.36 0.36 -0.33 0.119
C 3.1440 -3.5968 1.4151 -0.01 0.02 0.00 -0.219
C 2.8021 -1.0325 2.4092 0.00 -0.09 -0.03 -0.251
C 2.0749 -2.8311 0.9818 0.03 0.05 0.02 -0.240
C -2.5455 -2.5124 -1.1744 0.06 0.50 0.10 0.384
C -2.4747 -0.2019 -0.6748 0.38 0.19 0.31 0.212
C 1.8738 -1.5248 1.4696 0.15 -0.15 0.13 0.019
C 3.8667 -1.8073 2.8382 -0.02 0.00 -0.02 -0.214
C 4.0496 -3.0968 2.3471 0.03 -0.02 0.02 -0.293
C 0.7857 -0.7100 1.0395 0.23 -0.15 0.14 -0.209
C -1.2727 -1.9355 -1.7842 0.04 -0.19 0.18 0.402
H 4.8828 -3.7028 2.6858 0.00 0.01 -0.01 0.184
H 3.2742 -4.5993 1.0201 0.00 0.01 0.01 0.190
H 2.6616 -0.0273 2.7886 -0.01 0.00 -0.01 0.211
H 4.5646 -1.4010 3.5640 0.00 -0.01 0.00 0.184
H -0.0965 4.8020 4.6329 0.00 -0.05 0.02 0.173
H 0.1012 4.6636 2.8612 -0.03 0.01 0.00 0.201
H 1.3399 3.9981 3.9417 0.01 0.00 -0.05 0.178
H 1.3765 -3.2221 0.2521 -0.01 0.01 0.00 0.225
```
Forces are in eV/Å.